Entry P
{"formula": "C6H8O2", "method": "ωB97M-V with the def2-TZVPD basis set", "elements": ["C", "C", "C", "C", "C", "C", "H", "H", "H", "H", "H", "H", "H", "H", "O", "O"], "xyz": [[0.10, -1.27, 0.15], [-0.47, -0.26, -0.93], [0.60, 0.99, -0.73], [0.33, 1.04, 0.87], [-0.53, -0.26, 1.10], [-1.63, -0.16, 0.01], [2.09, -0.79, -0.79], [-0.43, -2.28, 0.20], [-0.70, -0.69, -2.01], [1.58, 0.94, -1.16], [0.28, 1.85, -1.34], [1.18, 1.20, 1.43], [-0.39, 1.93, 0.98], [-0.69, -0.32, 2.17], [1.46, -1.46, 0.14], [-2.79, -0.45, -0.10]], "lowdin_charge": [-0.37, -0.13, -0.09, -0.09, -0.15, -0.34, 0.29, 0.18, 0.18, 0.06, 0.10, 0.07, 0.14, 0.14, -0.11, 0.12], "e_lumo_ev": 0.16, "molar_mass_g_mol": 112.13, "orbital_gap_ev": 9.63, "total_charge": 0}

***

Entry Q
{"formula": "C6H8O2", "method": "ωB97M-V with the def2-TZVPD basis set", "elements": ["C", "C", "C", "C", "C", "C", "O", "O", "H", "H", "H", "H", "H", "H", "H", "H"], "xyz": [[-1.69, -0.77, 0.36], [0.04, -2.30, -0.11], [1.21, 1.48, 0.76], [-1.12, 0.55, 0.43], [0.24, 0.81, -0.16], [0.47, 0.58, -1.45], [-1.16, -1.93, 0.11], [-1.75, 1.48, 0.91], [-2.74, -0.84, 0.61], [0.17, -3.36, -0.27], [0.89, -1.63, -0.15], [1.47, 0.82, 1.58], [0.72, 2.36, 1.18], [2.11, 1.78, 0.23], [-0.27, 0.13, -2.09], [1.41, 0.85, -1.91]], "lowdin_charge": [-0.05, 0.01, -0.04, -0.39, -0.32, 0.06, -0.02, 0.07, 0.13, 0.08, 0.08, 0.09, 0.09, 0.08, 0.08, 0.07], "e_lumo_ev": [-0.58, -0.18], "molar_mass_g_mol": 112.13, "orbital_gap_ev": [7.63, 8.15], "total_charge": 0}

***

Best to worst by energy: entry Q, entry P.

***

Entry P
{"formula": "CH3ClOSi", "method": "ωB97M-V with the def2-TZVPD basis set", "elements": ["C", "O", "Si", "Cl", "H", "H", "H"], "xyz": [[0.93, -0.98, -0.60], [0.16, 0.07, -0.44], [-0.47, 1.22, 0.55], [-2.28, 1.68, -0.08], [1.40, -1.43, 0.38], [0.99, -1.33, -1.66], [-0.71, 0.78, 1.85]], "lowdin_charge": [-0.11, -0.41, 0.16, 0.28, 0.10, 0.08, -0.11], "e_lumo_ev": [0.60, -0.83], "molar_mass_g_mol": 94.57, "orbital_gap_ev": [8.56, 6.77], "total_charge": 0}

***

Entry Q
{"formula": "CH3ClOSi", "method": "ωB97M-V with the def2-TZVPD basis set", "elements": ["C", "O", "Si", "Cl", "H", "H", "H"], "xyz": [[0.57, -0.95, 0.09], [0.83, -1.58, -0.92], [-0.55, 0.56, -0.20], [-2.52, 0.52, -0.30], [1.04, -1.29, 1.07], [0.70, 1.52, 1.58], [-0.08, 1.23, -1.32]], "lowdin_charge": [-0.44, -0.05, 0.20, 0.31, 0.07, 0.01, -0.09], "e_lumo_ev": [-0.50, -0.50], "molar_mass_g_mol": 94.57, "orbital_gap_ev": [8.62, 8.62], "total_charge": 0}

***

Best to worst by energy: entry P, entry Q.

***

Entry P
{"formula": "C3H4NO", "method": "ωB97M-V with the def2-TZVPD basis set", "elements": ["C", "C", "C", "N", "O", "H", "H", "H", "H"], "xyz": [[-0.60, -1.12, -0.10], [0.48, -0.37, -0.24], [1.05, 0.95, -0.06], [2.11, -0.09, -0.58], [2.86, -0.62, 0.33], [-0.64, -2.14, -0.41], [-1.54, -0.81, 0.35], [0.99, 1.77, -0.71], [1.20, 1.61, 0.90]], "lowdin_charge": [-0.06, -0.25, -0.22, -0.24, -0.39, 0.01, 0.01, 0.03, 0.10], "e_lumo_ev": 4.53, "molar_mass_g_mol": 70.07, "smiles": "C=C1CN1[O-]", "orbital_gap_ev": 6.46, "total_charge": -1}

***

Entry Q
{"formula": "C3H4NO", "method": "ωB97M-V with the def2-TZVPD basis set", "elements": ["C", "C", "C", "N", "O", "H", "H", "H", "H"], "xyz": [[1.81, 0.56, -0.23], [0.83, -0.08, 0.06], [-0.33, -0.62, 0.61], [-1.89, 0.51, 0.41], [-2.88, 0.22, -0.52], [2.84, 0.86, -0.19], [-0.15, -0.50, 1.65], [-0.55, -1.67, 0.33], [-1.39, 1.27, -0.07]], "lowdin_charge": [0.01, -0.30, -0.19, -0.19, -0.46, -0.02, 0.05, 0.08, 0.02], "e_lumo_ev": [4.28, 4.28], "molar_mass_g_mol": 70.07, "orbital_gap_ev": [6.23, 6.24], "total_charge": -1}

***

Best to worst by energy: entry P, entry Q.